The following is a quantum chemistry calculation of 2 unconnected molecules or ions with the total composition C7H12O in a non-equilibrium geometry, from the Open Molecules 2025 dataset.

Each atom is followed by the atoms it is bonded to, with distances in Å.
CARTESIAN COORDINATES (ANGSTROEM)
1 C -2.808 -0.249 -0.328  C5 1.352, H6 1.087, H14 1.077
2 H -0.832 1.798 0.648  C3 1.094
3 C -0.883 1.302 -0.326  H2 1.094, C5 1.508, H12 1.086, H17 1.091
4 C 1.821 -0.660 -1.398  H10 1.082, C11 1.334, H18 1.086
5 C -1.472 -0.081 -0.208  C1 1.352, C3 1.508, C16 1.441
6 H -3.240 -1.246 -0.338  C1 1.087
7 H -1.134 -2.116 0.396  C16 1.093
8 C 0.657 -0.971 0.772  C11 1.482, H15 1.124, C16 1.494, H19 1.098
9 O 1.708 1.730 1.334  H13 0.967
10 H 2.658 -0.267 -1.961  C4 1.082
11 C 1.822 -0.600 -0.065  C4 1.334, C8 1.482, H20 1.080
12 H 0.159 1.366 -0.623  C3 1.086
13 H 1.971 2.200 2.136  O9 0.967
14 H -3.447 0.617 -0.375  C1 1.077
15 H 0.503 -0.087 1.449  C8 1.124
16 C -0.622 -1.218 0.040  C5 1.441, H7 1.093, C8 1.494
17 H -1.556 1.828 -1.004  C3 1.091
18 H 1.080 -1.230 -1.948  C4 1.086
19 H 0.940 -1.883 1.314  C8 1.098
20 H 2.676 -0.234 0.485  C11 1.080

- total charge = 0
- M (g mol⁻¹) = 112.17
- spin multiplicity = 1
- HOMO level (Eh) = -0.26428
- LUMO level (eV) = -3.0